No. 1
The following is a DFT calculation (the ωB97M-V functional and the def2-TZVPD basis) of a cluster of 2 separate species, C4H8N5O in total.

Element x y z (Å)
C1 -0.78 -0.57 -1.90
C2 -1.94 0.13 -1.80
C3 0.95 -0.83 -0.51
C4 -2.60 0.90 -0.72
N1 -0.58 -1.08 -3.14
N2 -2.49 0.08 -3.04
N3 1.87 -1.55 -0.96
N4 0.89 -0.15 0.56
N5 1.87 -0.11 1.52
O1 -1.71 -0.64 -3.81
H1 -1.78 1.39 -0.16
H2 -3.31 1.58 -0.98
H3 -3.20 0.35 -0.09
H4 1.77 -2.13 -1.86
H5 -0.01 0.43 0.74
H6 1.53 -0.34 2.50
H7 2.95 -1.72 -0.78
H8 2.24 0.86 1.64

The value obtained for the energy above the lowest of the compared OMol25 structures with the same formula, charge and spin is 643.00 kJ/mol. As for the LUMO energy: -5.32 eV. The maximum force comes out at 7.4 eV/A. As for the multiplicity: 1. The total charge is +1. The frontier orbital gap is 0.3379 Eh.

Atom charges from the Löwdin analysis, given in e for atoms 1 to 5:
1. C 0.0088
2. C -0.2908
3. C -0.1725
4. C 0.0052
5. N 0.1157


No. 2
The following is a DFT calculation (the ωB97M-V functional and the def2-TZVPD basis) of a structure of composition C42H26ClFGaO6.

Element x y z (Å)
F1 1.31 -0.40 1.22
Ga1 0.43 1.24 1.17
Cl1 -1.80 0.78 1.14
H1 0.83 2.05 -0.16
H2 0.74 2.14 2.45
C1 -5.50 -0.88 3.41
C2 -4.41 -0.12 3.01
C3 -3.67 0.59 3.95
C4 -4.04 0.54 5.29
C5 -5.14 -0.21 5.69
C6 -5.87 -0.93 4.75
C7 -5.57 -0.25 7.11
O1 -6.52 -0.91 7.47
C8 -4.80 0.56 8.10
C9 -5.21 0.58 9.43
C10 -4.50 1.31 10.36
C11 -3.36 2.02 9.98
C12 -2.95 2.01 8.65
C13 -3.67 1.28 7.71
C14 -3.23 1.30 6.29
O2 -2.24 1.92 5.96
H3 -6.07 -1.44 2.68
H4 -4.14 -0.08 1.96
H5 -2.82 1.18 3.63
H6 -6.71 -1.53 5.06
H7 -6.09 0.03 9.73
H8 -4.82 1.33 11.40
H9 -2.80 2.59 10.71
H10 -2.07 2.56 8.35
C15 4.06 -6.82 -4.58
C16 2.85 -6.99 -5.24
C17 1.68 -6.51 -4.67
C18 1.72 -5.86 -3.44
C19 2.93 -5.71 -2.78
C20 4.11 -6.18 -3.36
C21 2.99 -5.05 -1.44
O3 4.06 -4.92 -0.87
C22 1.73 -4.58 -0.83
C23 1.75 -4.01 0.44
C24 0.58 -3.56 1.02
C25 -0.62 -3.66 0.33
C26 -0.66 -4.23 -0.93
C27 0.51 -4.70 -1.52
C28 0.46 -5.33 -2.85
O4 -0.59 -5.43 -3.46
H11 4.97 -7.19 -5.03
H12 2.81 -7.50 -6.19
H13 0.73 -6.64 -5.18
H14 5.05 -6.05 -2.84
H15 2.69 -3.92 0.97
H16 0.60 -3.11 2.00
H17 -1.54 -3.29 0.78
H18 -1.59 -4.31 -1.47
C29 0.91 7.73 -4.46
C30 1.92 8.07 -5.35
C31 2.81 7.10 -5.79
C32 2.70 5.79 -5.32
C33 1.69 5.46 -4.42
C34 0.79 6.43 -3.99
C35 1.58 4.08 -3.88
O5 0.70 3.78 -3.10
C36 2.57 3.07 -4.32
C37 2.51 1.79 -3.77
C38 3.43 0.83 -4.18
C39 4.39 1.14 -5.13
C40 4.46 2.41 -5.67
C41 3.55 3.38 -5.26
C42 3.65 4.76 -5.81
O6 4.49 5.04 -6.64
H19 0.21 8.49 -4.13
H20 2.02 9.08 -5.71
H21 3.60 7.35 -6.48
H22 0.01 6.17 -3.29
H23 1.76 1.55 -3.03
H24 3.39 -0.17 -3.75
H25 5.10 0.38 -5.45
H26 5.21 2.66 -6.40

The value obtained for the energy above the lowest of the compared OMol25 structures with the same formula, charge and spin is 11.97 kJ/mol. As for the LUMO energy: 0.82 eV. The maximum force comes out at 0.7 eV/A. As for the multiplicity: 1. The total charge is -1. The frontier orbital gap is 0.2357 Eh.

Atom charges from the Löwdin analysis, given in e for atoms 1 to 5:
1. F -0.4772
2. Ga 0.0052
3. Cl -0.0055
4. H -0.1259
5. H -0.1245


No. 3
The following is a DFT calculation (the ωB97M-V functional and the def2-TZVPD basis) of a structure of composition C24H36P2RuSi.

Element x y z (Å)
C1 -2.36 -0.06 -0.56
C2 -1.92 0.28 -1.85
C3 -1.33 -0.83 -2.47
H1 -1.99 1.29 -2.27
C4 -1.42 -1.97 -1.58
C5 -1.96 -1.41 -0.27
H2 -2.47 -2.02 0.48
H3 -2.88 0.57 0.15
H4 -0.87 -0.88 -3.45
H5 -1.80 -2.93 -1.92
Ru1 0.18 -2.13 -0.21
C6 1.78 0.24 -0.42
H6 2.20 -0.24 -1.32
H7 1.15 -0.45 0.19
H8 2.62 0.60 0.22
Si1 0.89 2.15 -0.76
C7 0.92 3.41 0.69
C8 -0.34 4.02 0.86
H9 -1.17 3.80 0.18
C9 -0.62 4.83 1.95
H10 -1.63 5.24 2.06
C10 0.38 5.05 2.91
H11 0.16 5.69 3.75
C11 1.62 4.40 2.81
H12 2.37 4.52 3.61
C12 1.88 3.55 1.73
H13 2.80 2.96 1.71
C13 1.17 2.73 -2.50
C14 0.80 4.05 -2.80
H14 0.82 4.80 -2.00
C15 0.37 4.37 -4.10
H15 0.10 5.40 -4.35
C16 0.32 3.34 -5.07
H16 0.01 3.59 -6.08
C17 0.68 2.02 -4.77
H17 0.62 1.22 -5.52
C18 1.13 1.71 -3.48
H18 1.42 0.69 -3.21
H19 0.90 -2.33 -1.71
H20 -0.52 2.40 -1.04
C19 0.27 -5.49 0.00
P1 -0.65 -4.04 0.55
C20 -2.41 -4.44 0.12
C21 -0.58 -4.03 2.42
C22 -0.64 -2.60 2.96
P2 0.42 -1.52 1.95
C23 0.07 0.15 2.49
C24 2.11 -2.04 2.45
H21 -0.31 -6.00 -0.78
H22 0.48 -6.18 0.83
H23 1.21 -5.15 -0.45
H24 -2.96 -4.69 1.04
H25 -2.93 -3.61 -0.37
H26 -2.40 -5.27 -0.60
H27 -1.40 -4.66 2.80
H28 0.37 -4.51 2.67
H29 -1.65 -2.16 2.91
H30 -0.26 -2.53 3.99
H31 -0.44 0.09 3.45
H32 0.98 0.76 2.57
H33 -0.59 0.66 1.77
H34 2.25 -3.12 2.25
H35 2.82 -1.47 1.84
H36 2.22 -1.83 3.53

The value obtained for the energy above the lowest of the compared OMol25 structures with the same formula, charge and spin is 109.99 kJ/mol. As for the LUMO energy (spin up / spin down): -5.85 / -9.91 eV. Its expectation value of S² is 6.0501. The maximum force comes out at 3.0 eV/A. As for the multiplicity: 5. The total charge is +2. The frontier orbital gap (spin up / spin down) is 0.2274 / 0.1541 Eh.

Atom charges from the Löwdin analysis, given in e for atoms 1 to 5:
1. C -0.0831
2. C -0.1338
3. C -0.1037
4. H 0.0955
5. C -0.3616


No. 4
The following is a DFT calculation (the ωB97M-V functional and the def2-TZVPD basis) of the molecule C2H4N2S2.

Element x y z (Å)
N1 1.85 -1.31 0.05
S1 0.16 -1.09 -0.05
C1 0.07 0.61 -0.15
C2 -1.07 1.35 -0.09
N2 -2.37 0.98 0.08
S2 -2.85 -0.53 0.20
H1 2.14 -1.26 1.08
H2 2.19 -2.26 -0.40
H3 1.01 1.13 -0.45
H4 -1.13 2.37 -0.25

The value obtained for the energy above the lowest of the compared OMol25 structures with the same formula, charge and spin is 321.01 kJ/mol. As for the LUMO energy: -1.24 eV. The maximum force comes out at 3.2 eV/A. As for the multiplicity: 1. As for the SMILES: NS/C=C\N=S. The frontier orbital gap is 0.2425 Eh.

Atom charges from the Löwdin analysis, given in e for atoms 1 to 5:
1. N -0.3917
2. S 0.8115
3. C -0.4247
4. C -0.3772
5. N -0.5161


No. 5
The following is a DFT calculation (the ωB97M-V functional and the def2-TZVPD basis) of the molecule C2H3NOS2.

Element x y z (Å)
O1 1.52 0.26 -0.56
N1 1.10 -0.84 0.17
C1 -0.14 -0.86 0.43
C2 -1.20 0.12 0.01
S1 -2.68 -0.47 -0.29
S2 -0.95 1.81 0.11
H1 2.45 0.10 -0.81
H2 -0.48 -1.78 0.92
H3 0.38 1.66 0.02

The value obtained for the energy above the lowest of the compared OMol25 structures with the same formula, charge and spin is 251.92 kJ/mol. As for the LUMO energy: -0.85 eV. The maximum force comes out at 1.0 eV/A. As for the multiplicity: 1. As for the SMILES: O/N=C\C(=S)S. The frontier orbital gap is 0.2994 Eh.

Atom charges from the Löwdin analysis, given in e for atoms 1 to 5:
1. O -0.1177
2. N -0.0006
3. C -0.2604
4. C -1.2229
5. S 0.6738


No. 6
The following is a DFT calculation (the ωB97M-V functional and the def2-TZVPD basis) of a structure of composition C3H14NNiS.

Element x y z (Å)
C1 -1.41 0.86 -2.35
Ni1 -0.20 0.57 -0.96
N1 0.69 -1.12 -1.41
H1 -0.90 1.58 -0.05
H2 0.88 0.43 0.04
H3 -1.80 1.86 -2.40
H4 -2.23 0.12 -2.14
H5 -0.92 0.65 -3.31
H6 0.30 -1.83 -0.78
H7 1.70 -1.04 -1.24
H8 0.51 -1.32 -2.40
C2 -0.13 -1.40 1.76
S1 -0.53 0.40 1.18
C3 0.88 1.23 2.01
H9 -0.66 -2.11 1.10
H10 -0.51 -1.48 2.79
H11 0.96 -1.52 1.72
H12 0.51 1.61 2.96
H13 1.65 0.47 2.14
H14 1.22 2.04 1.35

The value obtained for the energy above the lowest of the compared OMol25 structures with the same formula, charge and spin is 0.00 kJ/mol. As for the LUMO energy (spin up / spin down): 3.68 / 3.50 eV. Its expectation value of S² is 2.0369. The maximum force comes out at 2.3 eV/A. As for the multiplicity: 3. The total charge is -1. The frontier orbital gap (spin up / spin down) is 0.1415 / 0.2424 Eh.

Atom charges from the Löwdin analysis, given in e for atoms 1 to 5:
1. C -0.3238
2. Ni -0.1558
3. N -0.0403
4. H -0.0815
5. H -0.0742